No. 1
Below is a cluster of 5 separate species, C19H34N2O16PS4 in total, with properties calculated with ωB97M-V/def2-TZVPD.

Properties
total energy: -108614.1250 eV
Kohn-Sham gap: 9.15 eV
net charge: +1

Structure (XYZ):
```
76
Properties=species:S:1:pos:R:3:forces:R:3:lowdin_charge:R:1
S 4.40576 2.26388 1.49071 -0.0985 -0.2158 0.3134 0.60
S -2.39886 1.48689 -5.27622 0.5857 0.1679 -0.4536 0.59
S -4.24486 2.50926 0.30746 -0.3293 0.7338 -1.0164 0.57
S 4.44567 -3.17595 -0.91730 0.2233 -0.4794 -0.0658 0.58
P -0.85546 -1.38034 -1.08011 0.2295 -0.8509 -0.8292 0.98
O 3.66932 0.84126 1.59104 -0.1848 0.2892 0.1070 -0.21
O -3.64528 2.61533 -1.17081 0.0510 0.1262 0.5098 -0.21
O 3.57342 -4.51164 -1.07625 0.1638 0.0276 0.2354 -0.20
O 5.77055 2.06409 1.17953 0.1296 0.1368 -0.0927 -0.20
O -3.18103 2.61545 -4.91731 -0.2200 -0.0583 0.3115 -0.22
O 4.15574 -2.30105 -1.99159 -0.0181 0.2712 0.0258 -0.21
O 4.35736 -2.75317 0.43437 -0.1364 0.1426 0.0749 -0.23
O 3.58104 3.12843 0.73061 -0.0360 0.0440 -0.1998 -0.22
O -5.32530 3.67038 0.17879 0.0224 -0.4335 0.0200 -0.18
O -2.00754 1.59303 -6.81732 0.0600 -0.2644 0.1725 -0.18
O -0.92826 1.69423 -4.67647 -0.1446 0.1939 -0.0704 -0.20
O -4.91935 1.26840 0.45179 0.1441 -0.2412 0.3765 -0.23
O 5.87551 -3.83712 -1.17202 -0.1928 0.0404 -0.2340 -0.18
O -2.82209 0.16184 -5.00908 -0.3186 -0.0181 0.0503 -0.22
O 4.29429 2.65024 3.04313 0.1532 -0.1821 -0.0993 -0.18
O -3.22601 2.89916 1.21925 0.2506 -0.4174 0.3000 -0.23
N -2.07405 -0.74382 1.47059 0.2393 -0.8903 0.4223 0.20
N -1.87220 -2.57625 2.56958 0.3136 -0.5075 -0.7493 0.16
C -1.45801 -1.65584 0.61958 0.1341 0.5219 -0.7414 -0.38
C -2.91855 -0.66366 3.82470 0.2674 0.0398 0.2303 -0.08
C 3.44241 1.72806 3.72875 -0.3743 0.0031 0.0277 -0.16
C 5.77986 -5.26481 -1.06050 -0.0246 -0.2106 0.3497 -0.15
C -4.45428 3.48978 -1.97523 -0.5043 0.0267 -0.3574 -0.15
C -0.24255 -0.49880 4.90448 -0.2963 0.2926 0.1835 -0.15
C -0.69160 2.15550 -6.94907 0.1093 0.4072 0.0417 -0.15
C 0.39467 -1.50566 4.87849 0.1235 -0.6020 -0.2943 0.12
C -1.34012 -2.81794 1.29704 -0.4242 0.8921 0.6289 -0.03
C -2.29990 0.71101 4.10499 -0.0459 0.1003 0.1949 -0.16
C -5.04662 4.47057 -0.98683 0.4497 0.3279 -0.0612 -0.14
C -2.07533 -0.21298 -1.78526 0.7955 0.2866 0.6136 -0.27
C 4.39190 -5.58232 -1.57549 0.0880 -0.0729 -0.3625 -0.15
C 3.59161 0.43048 2.96245 0.3413 -0.1968 0.1636 -0.16
C -1.05643 0.69670 5.01180 0.0668 0.2428 -0.1943 -0.18
C 0.63258 -0.32428 -0.77768 -0.5274 -0.3080 1.1246 -0.39
C -2.30844 -1.32665 2.64915 -0.0752 0.3989 -0.0493 -0.25
C 0.04965 1.64800 -5.73043 0.1808 -0.2966 -0.1802 -0.15
C 1.62201 -1.12887 0.07105 -0.5764 -0.0637 -0.2849 -0.17
H 0.29826 0.53262 -0.19682 0.1463 0.4960 -0.2112 0.07
H -1.92755 -0.20371 -2.85394 -0.1848 -0.1999 -0.3033 0.00
H 2.61306 -0.70910 0.07379 0.2544 0.0536 -0.0612 0.05
H -5.95704 4.93888 -1.34684 -0.1480 -0.1550 0.1731 0.14
H 0.90279 2.26752 -5.46972 -0.1028 0.0692 0.1779 0.14
H -3.99045 -0.58415 3.68599 -0.2356 0.0861 -0.2159 0.13
H -1.80451 0.78053 -1.43895 -0.3805 0.3167 0.1160 0.03
H 3.75300 1.63999 4.76618 0.1539 0.1188 -0.0354 0.14
H -0.89963 -3.73117 0.96482 0.0185 -0.3724 0.1256 0.13
H 4.01717 -6.53447 -1.21115 -0.1406 0.0983 0.1178 0.14
H 5.89284 -5.53842 -0.00959 -0.0091 -0.0247 -0.0218 0.14
H 2.41751 2.10568 3.68338 0.0071 -0.0363 0.0099 0.13
H -2.30607 0.21025 1.24451 -0.1062 0.1457 -0.0322 0.15
H -0.77871 3.24351 -6.94434 0.0284 -0.0128 0.0025 0.14
H -1.33660 0.85199 6.04842 -0.0680 -0.1128 0.2104 0.13
H 0.87422 -2.44347 4.79239 0.3452 -0.1834 0.0940 0.03
H -4.32597 5.24071 -0.70543 -0.0260 -0.0001 -0.0156 0.14
H 1.05490 -0.00459 -1.71953 0.0046 0.0518 -0.2926 0.08
H 4.51760 -0.08658 3.22132 -0.0177 0.0045 0.0334 0.14
H -2.04358 1.23678 3.19401 -0.0843 -0.0038 -0.3415 0.09
H -1.89184 -3.25568 3.31151 -0.1008 0.1372 0.1921 0.18
H 2.74856 -0.24162 3.10230 -0.0591 0.0445 -0.2029 0.11
H -3.09416 -0.47113 -1.53058 -0.2380 -0.0115 -0.0679 0.05
H -2.76929 -1.30809 4.68494 -0.0197 -0.1594 0.1701 0.13
H 4.35423 -5.56665 -2.66595 0.0180 -0.0047 0.0107 0.14
H -3.05302 1.32502 4.58018 -0.1590 0.1641 0.1098 0.12
H 0.37270 0.61334 -5.85740 -0.0076 0.0145 -0.0150 0.14
H 1.25667 -1.18068 1.09381 0.0576 0.0414 0.2383 0.06
H -5.22734 2.89090 -2.45879 0.0283 0.0165 -0.0224 0.14
H -0.24213 1.82963 -7.88189 -0.1801 -0.1408 -0.0413 0.14
H -0.42481 1.53738 4.74270 0.0224 0.2999 0.0344 0.12
H 1.63747 -2.15137 -0.29452 0.3401 -0.2096 -0.0636 0.05
H 6.56419 -5.73469 -1.64588 0.0650 0.2006 -0.0819 0.14
H -3.84371 3.97002 -2.73325 0.1840 -0.1362 0.0677 0.13
```
Positions in Å, forces in eV/Å.



No. 2
Below is a structure of composition C19H34N6O7Pm, with properties calculated with ωB97M-V/def2-TZVPD.

Properties
total energy: -60072.0526 eV
Kohn-Sham gap (spin up / spin down): 6.15 / 6.51 eV
net charge: +1
energy above the lowest of the compared OMol25 structures with the same formula, charge and spin: 17.6 kcal/mol
2S+1: 5

Structure (XYZ):
```
67
Properties=species:S:1:pos:R:3:forces:R:3:lowdin_spin:R:1
Pm 0.17727 0.10702 -1.18662 -2.0535 -0.8531 0.2115 4.02
O 2.94719 2.13547 -1.87316 -0.5893 -0.4157 0.1061 0.00
O 2.54132 -0.32530 -2.85574 0.1254 -0.7533 0.7854 0.00
O 1.28998 -2.52667 1.97848 -0.9189 1.7361 -0.0823 0.00
O -1.32078 -1.28585 1.74384 0.0136 0.4765 -0.4825 0.21
O 0.08641 0.71942 2.43524 0.1879 0.4011 -1.2274 0.00
O -4.21149 4.71020 1.41443 0.4153 -0.8500 -0.4546 0.00
O -0.95289 -0.85171 -3.00155 0.6035 0.5301 -1.1863 -0.17
N 1.99713 1.84348 -0.89285 1.1309 1.5375 1.5825 0.00
N -1.01936 -1.68977 -1.98061 -1.1393 -0.5653 1.5089 -0.30
N 0.64708 1.09967 1.22592 1.1506 2.3485 1.4655 -0.01
N -1.34014 -1.23812 0.42135 -1.3035 -0.3438 0.1291 0.24
N -3.65170 2.95647 2.75990 -0.2750 0.0222 -0.6467 0.00
N -1.83059 1.46551 -0.88492 -0.4739 0.3242 0.1545 -0.01
C -3.80733 3.55321 1.52033 -0.6397 0.8293 1.1518 0.00
C -3.43045 2.79663 0.27778 0.2555 0.1241 0.2554 0.00
C -4.89215 0.80685 2.21813 -0.2848 0.1565 0.1811 0.00
C -3.11574 3.60510 5.12234 0.0318 0.0179 -0.0767 0.00
C -2.43156 -1.84035 -0.16245 1.5452 0.1552 0.4120 -0.10
C 2.85230 3.91608 0.11704 0.1733 0.3225 0.1478 0.00
C -2.25906 2.06537 0.26062 0.1939 -0.3084 -1.1038 0.00
C 1.29941 3.11205 2.54199 -0.0124 -0.0225 0.3133 0.00
C -3.75141 1.49338 2.95427 0.6796 -0.0235 -0.0597 0.00
C -2.60053 1.52066 -1.98774 -0.1853 0.4375 0.1204 0.00
C -3.67772 -2.16439 0.58326 -0.2369 -0.4739 0.2302 -0.02
C -2.25668 -2.09161 -1.54047 1.4672 0.7744 -0.0432 0.12
C 2.03114 2.67749 0.14225 0.4770 -1.2279 -3.1575 0.00
C -4.03588 3.77976 3.92467 -0.2285 0.0954 -0.2275 0.00
C -3.77441 2.27239 -2.03745 0.0252 -0.0076 0.2051 0.00
C -3.29224 -2.62108 -2.45009 -0.3544 0.0496 -0.5871 0.02
C 2.40449 -1.28520 -1.75019 0.9994 -0.2957 -0.5140 0.00
C -4.17699 2.95690 -0.89905 0.3422 -0.2561 0.2812 0.00
C 1.28064 2.27930 1.31266 -1.9151 -2.7519 0.4480 0.00
H 0.68507 4.00955 2.40757 -0.0070 -0.0978 -0.0403 0.00
H -2.79457 1.01734 2.68298 -0.2990 0.0613 0.1401 0.00
H -4.38240 -2.69824 -0.06465 0.2035 0.1468 0.1354 0.00
H -4.91791 -0.24746 2.51451 -0.0615 0.2390 -0.0319 0.00
H -3.43093 4.32614 5.88473 0.1411 -0.2043 -0.0356 0.00
H -3.96965 -1.82936 -2.80204 0.0072 -0.2283 0.1077 0.01
H 2.98101 1.27486 -2.37134 -0.0290 0.7729 0.2195 0.00
H -3.85943 1.34646 4.03499 -0.0191 -0.0334 -0.3189 0.00
H 2.31189 3.45701 2.76434 -0.0648 -0.0758 0.0066 0.00
H -2.25939 0.96426 -2.86732 -0.0459 0.1370 0.3559 0.00
H 3.83342 3.74579 0.58058 -0.1709 -0.0250 -0.0369 0.00
H 0.90725 2.53842 3.38227 0.1109 0.1904 -0.1191 0.00
H 3.25463 -1.98860 -1.67577 -0.4360 0.4754 -0.0877 0.00
H -1.61353 1.94863 1.13293 -0.3450 0.1393 -0.2413 0.00
H -5.04856 3.60407 -0.86822 0.0834 -0.1192 -0.0928 0.00
H 3.03270 4.26979 -0.89905 -0.0923 -0.2022 0.1148 0.00
H -5.85465 1.26181 2.48675 0.1677 -0.0983 -0.1078 0.00
H 2.39077 -0.70757 -0.79692 0.4101 -0.4449 -0.4624 0.00
H 1.49015 -1.88934 -1.89964 0.2821 0.0341 0.0498 0.00
H -3.16981 2.59809 5.55495 0.1054 0.2696 -0.0450 0.00
H 1.75745 -1.73614 2.32814 -0.2521 -0.8749 -0.1330 0.00
H -5.07850 3.52959 4.19997 0.3332 0.1816 -0.0901 0.00
H -4.01025 4.82367 3.59071 -0.1348 -0.3729 0.1285 0.00
H -2.07845 3.82946 4.83854 -0.2161 -0.1055 0.1396 0.00
H -3.87529 -3.41040 -1.96121 0.0593 0.2908 -0.0968 0.00
H -4.19612 -1.25625 0.93527 0.4850 -0.4428 -0.0760 -0.01
H 0.34551 -2.17657 1.93424 1.1662 -0.7638 0.1407 0.00
H 3.14731 -0.66264 -3.54157 -0.5210 -0.0126 0.3716 0.00
H -4.34582 2.31693 -2.95860 0.0928 0.0150 0.1270 0.00
H -0.48725 -0.10189 2.20331 -0.0809 -0.3423 -0.0850 0.00
H 2.35088 4.70612 0.68160 0.0999 -0.1055 -0.0193 0.00
H -2.82325 -3.06240 -3.33107 0.0005 0.1236 0.0445 0.00
H -3.46009 -2.82310 1.43578 -0.0843 0.3466 -0.0735 -0.01
H -4.76899 0.86261 1.12958 -0.0959 -0.0640 0.2708 0.00
```
Positions in Å, forces in eV/Å.